Entry from OMol25: a gas-phase ion, C6H11N3O (charge +2) (ωB97M-V with the def2-TZVPD basis set).

Geometry as XYZ:
```
21
Properties=species:S:1:pos:R:3:forces:R:3
N 0.07730 0.82887 3.02792 0.48 0.02 -0.98
C 0.26119 1.14564 1.69422 0.37 2.05 -1.24
C -0.77300 0.43915 0.79551 2.28 -1.86 -1.66
N -1.87189 -0.21808 0.87372 -0.13 1.95 0.33
N 0.44006 0.04238 -0.20739 -5.97 0.63 -0.72
C 0.51125 -1.30491 -0.85878 0.06 -1.43 -1.34
C 0.77680 -0.66242 -2.26325 -5.92 0.46 0.74
C 0.39718 0.71162 -1.61981 -0.43 -0.63 -2.28
C 1.37522 0.46432 0.78640 2.42 -0.81 1.44
O 2.52778 0.15471 0.78541 -2.20 1.00 0.41
H 0.05962 1.61553 3.63790 0.22 0.10 0.93
H 0.52867 -0.04826 3.29302 -0.21 0.70 0.54
H 0.41077 2.24973 1.26586 -0.65 -1.64 1.60
H -2.73697 0.14546 1.31462 0.87 0.12 0.68
H -2.09077 -1.08425 0.43698 0.25 -0.92 -1.26
H -0.45962 -1.94913 -0.93025 1.70 1.33 0.93
H 1.35561 -1.72719 -0.30798 -0.24 -1.00 -0.65
H 1.69724 -0.68537 -2.63390 3.89 -0.41 -1.41
H -0.02811 -0.86661 -3.08930 1.83 -0.27 1.61
H 1.21251 1.41392 -1.76138 -0.37 0.61 0.49
H -0.63626 1.01178 -2.07077 1.74 -0.01 1.83
```
Positions in Å, forces in eV/Å.

Its charge is +2. The HOMO-LUMO gap comes out at 8.37 eV. The value obtained for the total energy is -473.909324 Eh. Its spin multiplicity is 1. As for the SMILES: N[C@@H]1C(=[NH2+])[N+]2(CCC2)C1=O.